## P
The following is a DFT calculation (ωB97M-V/def2-TZVPD) of an isolated ion of composition CH5N2O and charge -1.

Atoms and positions in Å:
C 0.183 0.146 -1.088
N 0.607 0.180 0.384
N -0.535 0.470 1.167
O 1.099 -1.255 0.895
H -0.685 -0.503 -1.351
H -0.254 1.194 -1.353
H 1.072 -0.194 -1.716
H -1.195 -0.257 0.888
H -0.293 0.218 2.173

As for the structure (SMILES): CN(N)[O-]. Its charge is -1. Its HOMO energy is -2.01 eV.

## Q
The following is a DFT calculation (ωB97M-V/def2-TZVPD) of a 2-piece molecular cluster, CH5N2O overall.

Atoms and positions in Å:
O -0.093 1.233 1.782
H -0.650 0.436 1.450
N -0.926 0.129 -1.302
C -0.126 -0.884 -0.850
N 0.957 -0.704 -0.029
H -0.402 1.015 -0.959
H 0.595 1.285 1.129
H 0.033 -1.966 -1.194
H 1.709 -1.310 -0.268

Its charge is -1. Its HOMO energy is -2.62 eV.

Stability ranking, top and bottom: Q is the most stable and P is the least stable.

## P
The following is a DFT calculation (ωB97M-V/def2-TZVPD) of an isolated ion of composition C6H10BrN2 and charge +1.

Atoms and positions in Å:
C 1.490 0.285 -1.178
C 0.043 0.777 -0.803
C -0.798 0.099 -1.875
C -0.263 0.157 0.571
N 0.274 0.699 1.631
C -0.100 -0.008 2.792
N -0.820 -1.005 2.516
C -0.923 -1.071 1.094
Br 0.230 -2.653 0.373
H 1.647 -0.741 -1.353
H 2.307 0.763 -0.495
H 1.576 0.683 -2.127
H -0.193 1.819 -0.592
H -0.810 -1.028 -1.794
H -0.572 0.378 -2.980
H -1.955 0.332 -1.688
H 0.753 1.580 1.498
H 0.066 0.230 3.844
H -1.951 -1.296 0.564

As for the structure (SMILES): CC(C)C1=[NH+]C=N[C@@H]1Br. Its charge is +1. Its HOMO energy is -14.79 eV.

## Q
The following is a DFT calculation (ωB97M-V/def2-TZVPD) of an isolated ion of composition C6H10BrN2 and charge +1.

Atoms and positions in Å:
C 1.247 -1.597 1.191
C 1.196 -0.557 0.192
Br 2.858 0.531 -0.028
C 0.667 -0.894 -1.175
C -0.165 -0.136 -1.805
C -0.732 1.029 -1.211
C -0.935 1.051 0.275
N -2.000 1.593 0.793
N -0.088 0.416 1.010
H 0.332 -2.168 1.263
H 1.593 -1.332 2.205
H 2.149 -2.124 0.832
H 0.951 -1.882 -1.604
H -0.585 -0.422 -2.745
H 0.085 1.771 -1.421
H -1.611 1.265 -1.742
H -2.660 1.893 0.217
H -2.269 1.400 1.731
H -0.032 0.162 2.021

As for the structure (SMILES): C[C@@]1(Br)C=CCC(=[NH2+])N1. Its charge is +1. Its HOMO energy is -13.82 eV.

Stability ranking, top and bottom: Q is the most stable and P is the least stable.

## P
The following is a DFT calculation (ωB97M-V/def2-TZVPD) of CF3O2P in the gas phase.

Atoms and positions in Å:
O 2.907 0.067 0.502
P 1.954 0.157 -0.547
O 0.509 -0.174 0.264
C -0.799 -0.215 0.125
F -1.201 -1.452 0.362
F -1.302 0.125 -1.135
F -1.550 0.512 0.941

As for the structure (SMILES): O=POC(F)(F)F. Its charge is 0. Its HOMO energy is -12.06 eV.

## Q
The following is a DFT calculation (ωB97M-V/def2-TZVPD) of CF3O2P in the gas phase.

Atoms and positions in Å:
O -2.813 -0.152 0.393
P -1.696 -0.657 -0.363
O -0.513 0.433 0.009
C 0.970 0.158 -0.033
F 1.433 0.126 1.244
F 1.542 1.099 -0.670
F 1.078 -1.007 -0.580

As for the structure (SMILES): O=POC(F)(F)F. Its charge is 0. Its HOMO energy is -11.15 eV.

Stability ranking, top and bottom: P is the most stable and Q is the least stable.

## P
The following is a DFT calculation (ωB97M-V/def2-TZVPD) of C2H2ClP in the gas phase.

Atoms and positions in Å:
Cl 2.000 -0.619 -0.023
C 0.419 -0.141 0.425
C -0.672 0.156 -0.536
P -0.188 1.591 0.080
H -0.049 -0.774 1.142
H -1.510 -0.213 -1.088

As for the structure (SMILES): Cl[C@@H]1C=P1. Its charge is 0. Its HOMO energy is -9.36 eV.

## Q
The following is a DFT calculation (ωB97M-V/def2-TZVPD) of C2H2ClP in the gas phase.

Atoms and positions in Å:
C 0.050 -0.962 0.999
C -0.494 -0.046 0.232
P 0.357 0.145 -1.348
Cl 0.841 2.029 -0.955
H 0.591 -1.842 0.682
H -1.347 0.676 0.389

Its charge is 0. Its HOMO energy (alpha / beta) is -8.87 / -8.26 eV.

Stability ranking, top and bottom: P is the most stable and Q is the least stable.